1.
Entry from the Open Molecules 2025 dataset: C4H2F4 in the gas phase in a non-equilibrium geometry (ωB97M-V/def2-TZVPD).

Results
* energy: -552.913640 Eh
* Kohn-Sham gap (alpha / beta): 0.29411 / 0.29525 hartree
* E_LUMO (alpha / beta): -0.5 / -0.1 eV
* energy relative to the best compared isomer or geometry (same formula, charge and spin): 242.5 kJ/mol

```
! RIJCOSX wB97M-V def2-TZVPD def2/J DEFGRID3
* xyz 0 1
C -0.1072 -0.0241 -0.0913
C 1.1573 -0.2414 -0.6042
C -0.6943 -1.1793 0.4123
C -0.4111 1.4294 -0.0859
F 0.1463 -2.1108 0.8226
F -1.9007 -1.3772 0.9125
F 0.3476 2.3184 0.5870
F -1.6987 1.8445 -0.0708
H 1.6340 0.6597 -1.1401
H 1.5269 -1.3193 -0.7421
*
```

Mulliken atomic charge list, values in e, 4 entries: 0.793, -0.914, 0.280, 0.065


2.
Entry from the Open Molecules 2025 dataset: 2 unconnected molecules or ions with the total composition C4H2F5NO in a non-equilibrium geometry (ωB97M-V/def2-TZVPD).

Results
* energy: -782.819887 Eh
* Kohn-Sham gap (alpha / beta): 0.33099 / 0.30185 hartree
* E_LUMO (alpha / beta): -1.3 / -1.2 eV
* energy relative to the best compared isomer or geometry (same formula, charge and spin): 188.4 kJ/mol

```
! RIJCOSX wB97M-V def2-TZVPD def2/J DEFGRID3
* xyz 0 1
C 0.2787 -1.4908 0.8317
C 0.8510 0.7928 0.5715
C 0.7353 -0.5754 -0.1306
C -1.7644 0.1071 -0.5663
N -0.1666 -2.0848 1.7306
O 1.4527 -0.9449 -1.1791
F 0.8580 1.6892 -0.4243
F 2.1053 0.8096 1.1451
F -1.8675 1.2482 0.1754
F -2.7015 -0.7088 -0.1481
F -1.9850 0.3885 -1.8260
H 0.1129 1.0794 1.2991
H 2.0911 -0.3102 -1.4788
*
```

Mulliken atomic charge list, values in e, 4 entries: 0.281, 0.273, 0.166, 0.595


3.
Entry from the Open Molecules 2025 dataset: a molecular structure, C4H2FIO in a non-equilibrium geometry (ωB97M-V/def2-TZVPD).

Results
* energy: -626.167315 Eh
* Kohn-Sham gap: 0.31086 hartree
* E_LUMO: -0.2 eV
* energy relative to the best compared isomer or geometry (same formula, charge and spin): 464.1 kJ/mol

```
! RIJCOSX wB97M-V def2-TZVPD def2/J DEFGRID3
* xyz 0 1
C -0.8303 -0.7670 -0.3063
C 1.0770 -1.3767 0.8610
C -1.1408 -1.9956 -0.7961
C 1.1680 -2.6903 1.0968
O 0.1526 -0.2860 0.4452
F -2.0619 -2.5872 -1.6318
I -0.4524 -3.7099 0.1230
H -1.4066 0.0001 -0.6389
H 1.8212 -0.8414 1.4286
*
```

Mulliken atomic charge list, values in e, 4 entries: -0.097, -0.209, 0.122, -0.476


4.
Entry from the Open Molecules 2025 dataset: a molecular structure, C4H2FMgO4Rb in a non-equilibrium geometry (ωB97M-V/def2-TZVPD).

Results
* energy: -777.868110 Eh
* Kohn-Sham gap: 0.16555 hartree
* E_LUMO: -10.2 eV
* energy relative to the best compared isomer or geometry (same formula, charge and spin): 449.1 kJ/mol

```
! RIJCOSX wB97M-V def2-TZVPD def2/J DEFGRID3
* xyz 2 1
O -0.6057 0.5301 0.9495
C -0.8806 -1.8169 1.4902
O -0.1257 -2.1263 2.3422
O -0.9952 1.2818 -1.0576
C -1.2573 1.3601 0.1908
C 0.1721 0.4309 -1.4091
O -0.8559 -2.0279 0.2942
C 0.8052 -0.0152 -0.1265
Mg -2.4160 3.0342 0.9438
H 0.8348 1.0313 -2.0388
H -0.1808 -0.4267 -1.9922
F 1.5564 1.1087 0.3148
Rb 3.9486 -2.3640 0.0987
*
```

Mulliken atomic charge list, values in e, 4 entries: -0.738, 0.753, -0.324, -0.570